The following is a DFT calculation (ωB97M-V with the def2-TZVPD basis set) of a cluster of 12 separate species, C54H60O30 in total in a non-equilibrium geometry.

total charge: 0
orbital gap: 8.51 eV
SMILES: O=C1C=CC(=O)C=C1.O=C1C=CC(=O)C=C1.O=C1C=CC(=O)C=C1.O=C1C=CC(=O)C=C1.O=C1C=CC(=O)C=C1.O=C1C=CC(=O)C=C1.COC(=O)OC.COC(=O)OC.COC(=O)OC.COC(=O)OC.COC(=O)OC.COC(=O)OC

Each line ends with the Mulliken charge.
Atoms and positions in Å:
O1 -11.114 -23.760 4.087  -0.61
C1 -10.233 -24.368 4.675  0.49
C2 -8.951 -23.700 4.999  -0.47
C3 -8.116 -24.390 5.718  -0.25
C4 -8.463 -25.762 6.146  0.46
O2 -7.660 -26.393 6.737  -0.52
C5 -9.758 -26.437 5.735  -0.40
C6 -10.615 -25.766 5.009  -0.43
H1 -8.795 -22.715 4.589  0.55
H2 -7.119 -24.034 5.939  0.26
H3 -9.900 -27.506 5.953  0.44
H4 -11.600 -25.996 4.631  0.50
O3 -12.657 -15.606 8.970  -0.52
C7 -12.235 -16.286 9.859  0.31
C8 -12.222 -15.645 11.263  -0.44
C9 -11.740 -16.372 12.234  -0.61
C10 -11.026 -17.637 11.863  0.18
O4 -10.409 -18.249 12.711  -0.41
C11 -11.110 -18.231 10.505  0.08
C12 -11.774 -17.673 9.496  -0.27
H5 -12.496 -14.583 11.315  0.39
H6 -11.609 -16.125 13.286  0.42
H7 -10.590 -19.175 10.342  0.34
H8 -11.941 -18.056 8.489  0.56
O5 -8.336 -31.807 11.861  -0.58
C13 -7.586 -30.917 11.504  0.36
C14 -6.754 -31.150 10.244  -0.71
C15 -5.977 -30.133 9.892  -0.52
C16 -5.979 -28.919 10.729  -0.13
O6 -5.212 -28.027 10.412  -0.52
C17 -6.883 -28.608 11.850  0.56
C18 -7.646 -29.587 12.304  -0.33
H9 -6.924 -32.075 9.698  0.45
H10 -5.292 -30.184 9.041  0.44
H11 -6.816 -27.576 12.127  0.30
H12 -8.411 -29.446 13.042  0.65
O7 -8.932 -27.482 14.177  -0.43
C19 -10.006 -27.493 14.667  0.00
C20 -11.145 -26.953 13.884  -0.04
C21 -12.387 -27.085 14.365  -0.51
C22 -12.502 -27.707 15.747  0.18
O8 -13.593 -27.938 16.162  -0.56
C23 -11.291 -27.962 16.628  -0.73
C24 -10.084 -27.940 16.078  -0.49
H13 -10.923 -26.482 12.947  0.89
H14 -13.300 -26.798 13.856  0.59
H15 -11.636 -28.284 17.582  0.51
H16 -9.163 -28.244 16.572  0.50
O9 -8.952 -29.538 8.452  -0.61
C25 -9.890 -29.274 9.167  -0.15
C26 -10.515 -30.328 9.974  -0.35
C27 -11.602 -29.986 10.633  -0.74
C28 -12.049 -28.589 10.658  0.45
O10 -13.060 -28.327 11.200  -0.57
C29 -11.419 -27.543 9.902  -0.40
C30 -10.338 -27.892 9.220  0.30
H17 -10.095 -31.330 10.014  0.57
H18 -12.188 -30.579 11.330  0.47
H19 -11.750 -26.530 9.994  0.51
H20 -9.842 -27.166 8.591  0.40
O11 -6.423 -19.505 12.773  -0.61
C31 -6.590 -19.670 13.952  0.56
C32 -7.585 -18.842 14.695  -0.36
C33 -7.702 -18.985 15.987  -0.61
C34 -6.718 -19.941 16.645  0.19
O12 -6.687 -20.019 17.811  -0.53
C35 -5.887 -20.915 15.884  -0.16
C36 -5.763 -20.788 14.568  -0.13
H21 -8.201 -18.215 14.050  0.31
H22 -8.382 -18.581 16.711  0.47
H23 -5.341 -21.677 16.437  0.43
H24 -5.225 -21.352 13.839  0.29
C37 -16.786 -23.782 15.081  -0.70
O13 -15.510 -24.337 14.680  -0.25
C38 -14.693 -23.450 14.088  0.61
O14 -14.830 -22.242 13.992  -0.60
O15 -13.606 -24.146 13.715  0.06
C39 -12.521 -23.370 13.138  -0.41
H25 -17.120 -24.358 15.948  0.22
H26 -17.450 -23.810 14.207  0.28
H27 -16.619 -22.731 15.347  0.33
H28 -11.800 -24.099 12.836  -0.29
H29 -12.094 -22.754 13.925  0.35
H30 -12.989 -22.764 12.357  0.37
C40 -4.837 -21.551 10.684  -0.81
O16 -5.327 -22.429 11.727  0.42
C41 -4.620 -23.520 11.955  0.48
O17 -3.561 -23.785 11.461  -0.61
O18 -5.286 -24.217 12.861  0.17
C42 -4.666 -25.420 13.349  -0.82
H31 -5.366 -20.578 10.719  0.18
H32 -5.019 -22.095 9.771  0.06
H33 -3.777 -21.424 10.873  0.43
H34 -3.588 -25.260 13.425  0.38
H35 -4.854 -26.202 12.620  0.19
H36 -5.127 -25.573 14.321  0.19
C43 -8.733 -21.616 11.008  0.86
O19 -9.629 -22.743 11.193  -0.22
C44 -9.324 -23.993 10.792  0.25
O20 -10.179 -24.822 10.763  -0.03
O21 -8.000 -24.095 10.558  -0.05
C45 -7.480 -25.471 10.362  0.65
H37 -8.791 -21.212 9.982  -0.26
H38 -7.691 -21.798 11.301  -0.63
H39 -9.135 -20.888 11.737  0.03
H40 -7.941 -26.235 11.006  0.05
H41 -6.371 -25.359 10.499  -0.40
H42 -7.531 -25.782 9.294  -0.29
C46 -3.651 -24.166 4.821  -0.69
O22 -4.670 -23.874 5.885  -0.37
C47 -4.580 -24.477 7.103  0.58
O23 -5.316 -24.209 8.014  -0.06
O24 -3.614 -25.387 7.157  -0.42
C48 -3.471 -26.198 8.394  -0.36
H43 -3.709 -23.330 4.111  0.24
H44 -3.961 -25.112 4.348  0.27
H45 -2.658 -24.246 5.258  0.32
H46 -3.063 -27.131 7.952  0.27
H47 -4.446 -26.409 8.871  0.08
H48 -2.680 -25.734 9.042  0.26
C49 -11.695 -24.005 7.983  -0.54
O25 -10.489 -23.172 8.026  0.09
C50 -10.671 -21.943 7.585  0.47
O26 -11.678 -21.512 7.085  -0.60
O27 -9.513 -21.274 7.618  0.08
C51 -9.586 -19.954 6.976  -0.61
H49 -11.277 -25.014 8.066  -0.10
H50 -12.214 -23.875 7.020  0.46
H51 -12.365 -23.850 8.843  0.27
H52 -10.249 -19.288 7.532  -0.09
H53 -9.872 -20.048 5.937  0.36
H54 -8.555 -19.616 7.094  0.25
C52 -8.337 -24.021 14.599  0.02
O28 -8.365 -23.165 15.758  -0.13
C53 -8.436 -23.779 16.941  0.63
O29 -8.737 -24.936 17.094  -0.56
O30 -8.265 -22.870 17.909  -0.25
C54 -8.372 -23.292 19.257  -0.75
H55 -9.390 -24.273 14.471  0.15
H56 -7.785 -24.923 14.839  0.29
H57 -7.820 -23.388 13.889  -0.28
H58 -9.431 -23.153 19.543  0.28
H59 -7.756 -22.567 19.765  0.22
H60 -8.057 -24.337 19.269  0.35

---

The following is a DFT calculation (ωB97M-V with the def2-TZVPD basis set) of a structure of composition C54H61AsCdF3N3O6SSe.

total charge: -2
orbital gap: 6.01 eV

Each line ends with the Mulliken charge.
Atoms and positions in Å:
Cd1 0.615 -0.295 1.008  5.24
C1 -0.619 -7.289 -2.556  -1.64
C2 -1.526 -6.057 -2.695  2.03
C3 -2.824 -6.340 -1.937  -2.16
C4 -1.866 -5.854 -4.178  -1.65
C5 -0.810 -4.822 -2.149  -0.29
C6 -1.353 -3.976 -1.193  -0.10
C7 -0.630 -2.905 -0.687  -0.63
Se1 -1.536 -1.766 0.569  -0.37
C8 -2.271 -0.489 -0.653  -0.28
C9 -3.638 -0.523 -0.901  -0.17
C10 -4.243 0.421 -1.719  0.13
C11 -3.400 1.393 -2.280  -0.52
C12 -2.033 1.466 -2.065  -0.91
C13 -1.408 0.497 -1.208  1.02
O1 -0.154 0.555 -0.954  -1.82
C14 -1.176 2.587 -2.663  2.92
C15 -0.018 1.991 -3.481  -1.91
C16 -0.610 3.456 -1.522  -1.57
C17 -1.975 3.500 -3.595  -2.58
C18 -5.741 0.432 -2.031  2.05
C19 -6.469 -0.728 -1.354  -2.14
C20 -6.370 1.744 -1.543  -1.60
C21 -5.962 0.312 -3.546  -1.71
C22 0.724 -2.645 -1.057  1.00
O2 1.482 -1.805 -0.444  -1.83
C23 1.207 -3.403 -2.172  0.00
C24 0.454 -4.472 -2.630  -0.55
C25 2.520 -3.089 -2.919  2.26
C26 3.499 -4.260 -2.763  -1.70
C27 3.238 -1.809 -2.465  -1.81
C28 2.197 -2.897 -4.412  -1.78
H1 -1.143 -8.193 -2.888  0.45
H2 0.290 -7.186 -3.154  0.30
H3 -0.318 -7.424 -1.514  0.35
H4 -3.278 -7.261 -2.316  0.45
H5 -2.639 -6.464 -0.867  0.40
H6 -3.548 -5.532 -2.064  0.34
H7 -2.388 -6.729 -4.583  0.46
H8 -2.507 -4.978 -4.303  0.33
H9 -0.961 -5.692 -4.769  0.32
H10 -2.359 -4.126 -0.820  0.40
H11 -4.219 -1.302 -0.422  0.42
H12 -3.851 2.134 -2.930  0.35
H13 0.597 1.337 -2.865  0.13
H14 -0.406 1.409 -4.324  0.38
H15 0.605 2.800 -3.878  0.54
H16 -0.063 2.851 -0.798  -0.17
H17 0.066 4.221 -1.922  0.66
H18 -1.420 3.968 -0.990  0.27
H19 -2.401 2.948 -4.439  0.47
H20 -2.787 4.015 -3.074  0.39
H21 -1.304 4.264 -3.996  0.45
H22 -6.409 -0.658 -0.265  0.35
H23 -7.526 -0.714 -1.636  0.44
H24 -6.050 -1.692 -1.654  0.38
H25 -6.276 1.833 -0.457  0.30
H26 -5.876 2.610 -1.991  0.29
H27 -7.435 1.787 -1.802  0.45
H28 -5.502 -0.605 -3.925  0.36
H29 -7.033 0.289 -3.780  0.48
H30 -5.516 1.153 -4.081  0.29
H31 0.870 -5.071 -3.437  0.15
H32 3.745 -4.410 -1.709  0.27
H33 3.080 -5.193 -3.149  0.24
H34 4.428 -4.054 -3.306  0.49
H35 3.621 -1.886 -1.450  0.21
H36 4.078 -1.633 -3.149  0.56
H37 2.574 -0.944 -2.491  0.12
H38 1.739 -3.784 -4.854  0.28
H39 1.503 -2.062 -4.540  0.31
H40 3.113 -2.674 -4.968  0.49
O3 2.506 -0.198 2.156  -0.52
N1 3.054 -1.272 2.724  0.32
C29 3.242 -2.379 1.965  -0.16
C30 3.843 -3.496 2.468  -0.86
C31 4.250 -3.482 3.806  -0.45
C32 4.025 -2.366 4.563  -0.70
C33 3.407 -1.195 4.048  0.31
S1 3.116 0.188 5.005  -0.40
H41 2.858 -2.295 0.956  0.28
H42 3.969 -4.358 1.828  0.48
H43 4.730 -4.348 4.248  0.32
H44 4.309 -2.326 5.605  0.40
N2 -3.148 2.226 1.142  -0.46
C34 -2.075 1.739 1.871  -0.23
N3 -2.351 1.210 3.098  -0.45
O4 -0.931 1.840 1.447  0.51
H45 -3.979 1.654 1.164  0.36
H46 -2.863 2.416 0.189  -0.04
H47 -3.298 0.927 3.287  0.27
H48 -1.622 0.568 3.435  0.12
C35 2.784 5.304 6.810  -0.41
C36 1.549 4.699 6.616  -0.67
C37 1.335 3.895 5.502  -0.12
C38 2.345 3.701 4.560  0.28
C39 3.583 4.299 4.769  -0.24
C40 3.801 5.096 5.887  -0.71
As1 1.901 2.595 2.993  0.11
C41 3.553 2.845 1.948  -0.37
C42 4.733 2.117 2.058  -0.34
C43 5.758 2.320 1.143  -0.71
C44 5.602 3.229 0.097  -0.74
C45 4.431 3.960 -0.015  -0.50
C46 3.409 3.783 0.918  0.71
C47 2.135 4.544 0.931  1.08
C48 1.810 5.603 0.083  -0.34
C49 0.611 6.279 0.253  -0.80
C50 -0.268 5.898 1.267  -0.74
C51 0.051 4.834 2.100  -0.63
C52 1.254 4.156 1.938  -0.17
H49 2.956 5.926 7.681  0.34
H50 0.753 4.843 7.337  0.38
H51 0.376 3.407 5.368  0.37
H52 4.381 4.143 4.054  0.32
H53 4.772 5.553 6.038  0.36
H54 4.837 1.394 2.859  0.40
H55 6.673 1.747 1.231  0.41
H56 6.390 3.357 -0.635  0.37
H57 4.307 4.661 -0.833  0.33
H58 2.486 5.898 -0.711  0.30
H59 0.355 7.099 -0.407  0.37
H60 -1.205 6.427 1.399  0.38
H61 -0.650 4.522 2.868  0.31
F1 -1.412 -1.093 5.735  -0.28
C53 -1.254 -2.071 4.827  0.43
F2 -0.898 -3.175 5.493  -0.28
F3 -2.485 -2.306 4.304  -0.28
C54 -0.272 -1.702 3.699  -0.11
O5 0.279 -2.647 3.135  -0.59
O6 -0.209 -0.471 3.455  -0.38

---

The following is a DFT calculation (ωB97M-V with the def2-TZVPD basis set) of a cluster of 7 separate species, C54H65Br2N9O6S2 in total in a non-equilibrium geometry.

total charge: 0
orbital gap: 9.33 eV
SMILES: C#CC[C@@]1(OCCCC)[C@@H](CCCCNC(C)=O)C[C@](CCSc2nnco2)(/C(Br)=C(/C)Br)OS1(=O)=O.c1ccncc1.c1ccncc1.c1ccncc1.c1ccncc1.c1ccncc1.c1ccncc1

Each line ends with the Mulliken charge.
Atoms and positions in Å:
C1 1.680 -3.668 4.534  -0.25
C2 2.046 -3.836 3.374  -0.73
C3 2.784 -3.591 2.000  -0.16
C4 2.034 -2.554 1.058  -0.65
O1 0.619 -2.690 1.026  0.42
C5 0.189 -4.021 0.666  -0.37
C6 -1.419 -3.951 0.575  0.06
C7 -1.948 -5.431 0.321  -0.51
C8 -2.157 -6.119 1.746  -1.03
C9 2.280 -1.005 1.478  1.34
C10 1.589 -0.625 2.866  -0.80
C11 0.748 0.726 2.623  -0.02
C12 -0.410 0.921 3.733  -0.49
C13 -1.700 0.180 3.136  -0.14
N1 -2.331 0.920 2.002  -0.20
C14 -2.419 0.056 0.800  0.50
C15 -1.788 0.433 -0.594  -0.80
O2 -3.047 -1.009 0.851  -0.67
C16 3.798 -0.559 1.353  -1.89
C17 4.393 -0.673 -0.146  2.50
C18 5.974 -0.327 0.027  -1.05
C19 6.932 -1.487 -0.485  -0.57
S1 7.184 -2.848 0.763  -0.21
C20 7.053 -2.181 2.449  0.37
N2 6.204 -2.582 3.476  -0.03
N3 6.509 -1.782 4.549  -0.57
C21 7.525 -0.929 4.163  0.07
O3 7.913 -1.141 2.827  -0.27
C22 3.813 0.401 -1.141  -0.93
Br1 2.871 1.963 -0.334  -0.13
C23 3.901 0.427 -2.514  0.18
C24 3.237 1.610 -3.352  -1.28
Br2 4.857 -0.981 -3.470  -0.14
O4 4.332 -2.051 -0.546  -0.03
S2 2.802 -2.662 -0.657  1.43
O5 2.967 -4.085 -1.053  -0.72
O6 1.938 -2.037 -1.671  -0.66
H1 1.265 -3.414 5.547  0.37
H2 2.741 -4.602 1.467  0.52
H3 3.889 -3.376 2.136  0.33
H4 0.529 -4.376 -0.350  0.32
H5 0.408 -4.812 1.450  -0.07
H6 -1.858 -3.436 1.477  0.10
H7 -1.650 -3.306 -0.331  0.06
H8 -2.866 -5.471 -0.346  0.38
H9 -1.113 -6.000 -0.201  0.28
H10 -2.653 -5.447 2.505  0.26
H11 -1.129 -6.389 2.138  0.27
H12 -2.730 -7.084 1.625  0.35
H13 1.701 -0.424 0.680  -0.38
H14 0.854 -1.410 3.233  0.15
H15 2.373 -0.406 3.653  0.34
H16 0.190 0.709 1.630  -0.33
H17 1.431 1.639 2.570  0.33
H18 -0.106 0.519 4.746  0.41
H19 -0.626 2.052 3.743  0.01
H20 -2.451 0.119 3.985  0.48
H21 -1.387 -0.836 2.748  -0.20
H22 -3.313 1.141 2.211  0.34
H23 -0.654 0.542 -0.568  0.11
H24 -1.989 -0.425 -1.317  0.22
H25 -2.262 1.348 -1.076  0.35
H26 4.419 -1.309 1.957  -0.13
H27 4.023 0.450 1.822  0.41
H28 6.202 -0.005 1.087  0.44
H29 6.202 0.581 -0.629  0.45
H30 6.662 -1.885 -1.516  0.31
H31 7.961 -1.008 -0.623  0.55
H32 8.039 -0.122 4.754  0.37
H33 3.219 1.386 -4.463  0.33
H34 2.140 1.686 -3.042  0.41
H35 3.725 2.610 -3.137  0.32
C25 6.161 1.750 -7.289  -0.52
C26 6.192 1.676 -5.905  0.09
C27 6.856 2.675 -5.210  -0.32
N4 7.474 3.708 -5.798  -0.55
C28 7.431 3.756 -7.136  -0.26
C29 6.791 2.810 -7.922  -0.28
H36 5.650 0.989 -7.868  0.38
H37 5.712 0.862 -5.376  0.30
H38 6.906 2.663 -4.126  0.43
H39 7.941 4.602 -7.585  0.35
H40 6.786 2.901 -9.000  0.36
C30 -6.685 0.577 -0.548  -0.46
C31 -7.535 0.859 -1.606  0.09
C32 -7.249 0.301 -2.842  -0.58
N5 -6.195 -0.492 -3.077  -0.57
C33 -5.388 -0.748 -2.038  -0.40
C34 -5.587 -0.243 -0.763  -0.12
H41 -6.875 0.993 0.436  0.41
H42 -8.400 1.496 -1.475  0.35
H43 -7.886 0.489 -3.700  0.40
H44 -4.542 -1.391 -2.258  0.43
H45 -4.903 -0.485 0.039  0.51
C35 -11.059 5.172 -3.195  -0.07
C36 -9.978 4.527 -3.776  -0.49
C37 -8.902 4.195 -2.969  -0.18
N6 -8.843 4.463 -1.657  -0.49
C38 -9.898 5.086 -1.120  -0.30
C39 -11.024 5.458 -1.839  -0.44
H46 -11.921 5.447 -3.792  0.38
H47 -9.970 4.288 -4.832  0.38
H48 -8.033 3.687 -3.377  0.44
H49 -9.822 5.292 -0.057  0.40
H50 -11.850 5.959 -1.351  0.36
C40 -10.902 1.354 1.945  -0.60
C41 -10.632 2.095 0.805  -0.03
C42 -11.688 2.418 -0.032  -0.26
N7 -12.957 2.053 0.193  -0.55
C43 -13.192 1.337 1.300  -0.30
C44 -12.208 0.965 2.203  -0.28
H51 -10.103 1.083 2.626  0.37
H52 -9.624 2.416 0.571  0.45
H53 -11.528 2.998 -0.934  0.49
H54 -14.228 1.053 1.456  0.36
H55 -12.456 0.387 3.083  0.37
C45 -0.740 7.321 4.934  -0.10
C46 -0.780 6.223 5.779  -0.68
C47 -0.500 4.975 5.246  -0.02
N8 -0.194 4.765 3.959  -0.24
C48 -0.163 5.842 3.163  -0.20
C49 -0.424 7.131 3.597  -0.55
H56 -0.952 8.315 5.312  0.36
H57 -1.024 6.333 6.828  0.35
H58 -0.516 4.086 5.869  0.35
H59 0.085 5.642 2.125  0.36
H60 -0.383 7.965 2.908  0.35
C50 9.218 -5.366 -2.465  -0.40
C51 10.306 -6.018 -3.024  -0.35
C52 11.376 -6.332 -2.200  -0.24
N9 11.422 -6.040 -0.894  -0.55
C53 10.360 -5.409 -0.378  -0.26
C54 9.240 -5.054 -1.114  0.06
H61 8.361 -5.104 -3.076  0.41
H62 10.325 -6.277 -4.075  0.36
H63 12.249 -6.845 -2.591  0.34
H64 10.425 -5.183 0.681  0.37
H65 8.409 -4.545 -0.643  0.26

---

Among the records above, which one has the highest orbital gap? C54H65Br2N9O6S2